Record 1
{
  "formula": "C31H30BGeN7ReS2",
  "method": "ωB97M-V/def2-TZVPD",
  "species": ["Re", "C", "C", "N", "N", "C", "B", "N", "C", "C", "C", "N", "N", "C", "C", "C", "N", "H", "H", "H", "H", "H", "H", "H", "H", "H", "H", "S", "C", "N", "C", "C", "S", "H", "H", "H", "H", "H", "C", "Ge", "C", "C", "C", "C", "C", "C", "C", "C", "C", "C", "C", "C", "C", "C", "C", "C", "C", "C", "H", "H", "H", "H", "H", "H", "H", "H", "H", "H", "H", "H", "H", "H", "H"],
  "xyz": [[0.6920, -1.0803, -0.5304], [-0.7444, -2.4510, 3.2567], [-0.0939, -2.6632, 2.0619], [-0.0804, -1.5313, 1.3227], [-0.7015, -0.5736, 2.0760], [-1.0975, -1.1113, 3.2312], [-0.7543, 0.9087, 1.6813], [0.6994, 1.5647, 1.8004], [1.1395, 2.3960, 2.7175], [2.5170, 2.6519, 2.5427], [2.8951, 1.9231, 1.4506], [1.7739, 1.2847, 0.9746], [-1.3396, 1.0171, 0.2807], [-2.4135, 1.7451, -0.0629], [-2.8350, 1.3603, -1.3177], [-1.9481, 0.3660, -1.6921], [-1.0388, 0.1483, -0.7269], [-0.9311, -3.1629, 4.0398], [0.3661, -3.5630, 1.7004], [-1.6026, -0.5092, 3.9682], [-1.4184, 1.5158, 2.4593], [0.4587, 2.8021, 3.4487], [3.1339, 3.2978, 3.1419], [3.8401, 1.8111, 0.9418], [-2.8158, 2.4772, 0.6166], [-3.6758, 1.7334, -1.8737], [-1.9485, -0.2049, -2.6013], [2.2429, -3.0101, -0.1895], [1.4271, -4.4018, -0.7161], [2.0429, -5.5247, -1.0156], [1.1890, -6.6971, -1.2546], [-0.1369, -6.1308, -1.7531], [-0.2858, -4.5191, -0.9040], [3.0454, -5.6135, -0.9086], [1.0681, -7.2491, -0.3204], [1.6507, -7.3470, -1.9959], [-0.9845, -6.7536, -1.4790], [-0.1404, -5.9575, -2.8282], [1.6445, 0.2345, 0.1253], [2.8035, 0.4887, -1.9521], [1.9173, -1.0271, -2.7540], [2.5887, -2.1818, -3.2221], [1.8886, -3.1579, -3.8792], [0.4929, -3.0530, -4.0360], [-0.1776, -1.9398, -3.5993], [0.5336, -0.8754, -2.9859], [4.5989, 0.3668, -1.3324], [5.2050, -0.8489, -0.9971], [6.5191, -0.8680, -0.5637], [7.2364, 0.3193, -0.4666], [6.6420, 1.5313, -0.7950], [5.3249, 1.5597, -1.2243], [2.1004, 2.2043, -2.4319], [2.8663, 2.9208, -3.3570], [2.4104, 4.1402, -3.8351], [1.2006, 4.6526, -3.3876], [0.4402, 3.9472, -2.4636], [0.8845, 2.7235, -1.9872], [3.6610, -2.2667, -3.1122], [2.4115, -4.0058, -4.3015], [-0.0459, -3.8295, -4.5623], [-1.2358, -1.8400, -3.8051], [0.1037, 0.1179, -2.9767], [4.6562, -1.7789, -1.0643], [6.9915, -1.8057, -0.3063], [8.2664, 0.2983, -0.1375], [7.2077, 2.4501, -0.7259], [4.8708, 2.5083, -1.4878], [3.8150, 2.5382, -3.7172], [3.0013, 4.6893, -4.5547], [0.8504, 5.6060, -3.7580], [-0.4992, 4.3542, -2.1150], [0.2817, 2.1881, -1.2646]],
  "lowdin_charge": [1.273, 0.019, -0.120, -0.132, -0.001, 0.007, -0.455, 0.096, 0.034, 0.053, 0.045, -0.062, -0.020, -0.009, 0.015, -0.094, -0.101, 0.128, 0.066, 0.151, 0.138, 0.158, 0.135, 0.131, 0.148, 0.127, 0.105, 0.727, -1.029, -0.013, -0.161, -0.343, 0.984, 0.167, 0.141, 0.143, 0.102, 0.085, -0.289, 1.138, -0.385, -0.120, -0.039, -0.051, -0.062, -0.233, -0.313, -0.104, -0.041, -0.023, -0.039, -0.119, -0.295, -0.099, -0.036, -0.030, -0.047, -0.107, 0.112, 0.131, 0.127, 0.119, 0.087, 0.055, 0.122, 0.127, 0.125, 0.102, 0.111, 0.126, 0.126, 0.116, 0.068],
  "e_homo_ev": -16.63,
  "gap_ev": 6.64,
  "total_energy_ha": -4558.1487,
  "total_charge": 3,
  "relative_energy_kj_mol": 0.0
}

Record 2
{
  "formula": "C31H30BGeN7ReS2",
  "method": "ωB97M-V/def2-TZVPD",
  "species": ["Re", "C", "C", "N", "N", "C", "B", "N", "C", "C", "C", "N", "N", "C", "C", "C", "N", "H", "H", "H", "H", "H", "H", "H", "H", "H", "H", "S", "C", "N", "C", "C", "S", "H", "H", "H", "H", "H", "C", "Ge", "C", "C", "C", "C", "C", "C", "C", "C", "C", "C", "C", "C", "C", "C", "C", "C", "C", "C", "H", "H", "H", "H", "H", "H", "H", "H", "H", "H", "H", "H", "H", "H", "H"],
  "xyz": [[0.0654, 0.0689, -0.2320], [-4.1272, -0.4186, -0.4402], [-2.9100, -0.9785, -0.7120], [-1.9223, -0.1413, -0.2814], [-2.5355, 0.9580, 0.2712], [-3.8476, 0.8073, 0.1869], [-1.5807, 2.0196, 0.8600], [-0.7010, 2.5268, -0.3889], [-0.5310, 3.7891, -0.7940], [-0.0029, 3.8038, -2.0795], [0.1467, 2.4801, -2.4322], [-0.2711, 1.6877, -1.4315], [-0.7263, 1.2543, 1.9816], [-0.6565, 1.5023, 3.2855], [-0.0010, 0.4501, 3.9324], [0.3127, -0.4500, 2.9452], [-0.1138, 0.0194, 1.7530], [-5.0997, -0.8252, -0.6568], [-2.6582, -1.9139, -1.1871], [-4.5200, 1.5597, 0.5701], [-2.1245, 2.9459, 1.3563], [-0.8223, 4.6097, -0.1570], [0.2230, 4.6706, -2.6763], [0.5475, 2.0424, -3.3324], [-1.0984, 2.3972, 3.6964], [0.1958, 0.3626, 4.9869], [0.8229, -1.3980, 2.9977], [2.2302, 1.1002, 0.0521], [3.4916, -0.1087, 0.0178], [4.7360, 0.2351, -0.1700], [5.6995, -0.8713, -0.3431], [5.0451, -2.0914, 0.2996], [3.2466, -1.7801, 0.2284], [5.0067, 1.2008, -0.3146], [6.6445, -0.6175, 0.1321], [5.8621, -1.0074, -1.4136], [5.3161, -2.2067, 1.3474], [5.2609, -3.0103, -0.2409], [0.4485, -1.4425, -0.8655], [0.3435, -3.3355, -1.7176], [2.1336, -3.9531, -2.0175], [2.5713, -5.1347, -1.4196], [3.8370, -5.6370, -1.6978], [4.6774, -4.9567, -2.5668], [4.2509, -3.7760, -3.1694], [2.9881, -3.2781, -2.8957], [-0.6994, -2.9424, -3.2812], [-1.3737, -3.9909, -3.9179], [-2.0699, -3.7675, -5.0959], [-2.1068, -2.5002, -5.6581], [-1.4358, -1.4510, -5.0442], [-0.7417, -1.6742, -3.8655], [-0.5595, -4.2007, -0.2598], [0.1228, -4.4262, 0.9396], [-0.4821, -5.1165, 1.9775], [-1.7778, -5.5968, 1.8224], [-2.4676, -5.3761, 0.6408], [-1.8649, -4.6777, -0.3983], [1.9216, -5.6831, -0.7471], [4.1625, -6.5645, -1.2462], [5.6556, -5.3583, -2.7964], [4.8951, -3.2688, -3.8759], [2.6534, -2.3798, -3.4071], [-1.3334, -4.9983, -3.5202], [-2.5820, -4.5872, -5.5815], [-2.6454, -2.3331, -6.5811], [-1.4512, -0.4678, -5.4952], [-0.2072, -0.8442, -3.4107], [1.1460, -4.0815, 1.0615], [0.0557, -5.3015, 2.8978], [-2.2456, -6.1530, 2.6236], [-3.4724, -5.7585, 0.5216], [-2.4194, -4.5149, -1.3143]],
  "lowdin_charge": [1.430, 0.037, -0.024, -0.132, -0.004, 0.045, -0.424, -0.038, -0.001, 0.024, -0.070, -0.179, -0.015, 0.015, 0.030, -0.049, -0.173, 0.133, 0.118, 0.161, 0.137, 0.155, 0.133, 0.140, 0.157, 0.133, 0.136, 0.717, -0.961, -0.004, -0.140, -0.318, 1.010, 0.170, 0.144, 0.138, 0.100, 0.088, -0.319, 0.971, -0.334, -0.095, -0.051, -0.055, -0.071, -0.128, -0.306, -0.095, -0.044, -0.042, -0.064, -0.135, -0.311, -0.130, -0.058, -0.043, -0.049, -0.102, 0.103, 0.121, 0.121, 0.117, 0.107, 0.112, 0.123, 0.123, 0.112, 0.065, 0.085, 0.116, 0.122, 0.120, 0.094],
  "e_homo_ev": -16.28,
  "gap_ev": 4.71,
  "total_energy_ha": -4558.0986,
  "total_charge": 3,
  "relative_energy_kj_mol": 131.6
}